{"formula": "C4H8N2O2", "method": "ωB97M-V with the def2-TZVPD basis set", "smiles": "CC1(C)ON=CNO1", "e_above_lowest_kcal_mol": 146.1, "homo_energy_ev": -8.62, "max_force_ev_per_a": 5.10, "charge": 0, "energy_ev": -11347.77630, "spin_multiplicity": 1, "species": ["C", "C", "C", "C", "H", "H", "H", "H", "H", "H", "H", "H", "N", "N", "O", "O"], "positions_angstrom": [[0.243, 1.373, -1.510], [0.165, 0.465, -0.389], [-1.336, 0.210, 0.189], [0.594, -1.252, 1.549], [0.058, 2.454, -1.258], [1.323, 1.280, -2.076], [-0.429, 0.876, -2.268], [-1.926, 1.151, -0.025], [-1.931, -0.716, -0.372], [-1.228, 0.066, 1.392], [0.956, -2.539, 0.129], [0.627, -1.843, 2.425], [0.439, -1.750, 0.313], [0.852, 0.013, 1.775], [0.777, -0.783, -0.657], [0.817, 0.996, 0.784]], "forces_ev_per_a": [[2.3357, 0.0526, -3.6417], [-2.2485, -1.7662, 4.2190], [-0.9086, -0.6125, -0.2411], [1.9257, 4.2344, 0.0358], [-0.1107, -1.3680, -0.3128], [-2.4199, 0.3774, 1.7190], [0.2692, 1.2864, 0.5463], [0.6179, -1.0583, 0.3611], [1.7527, 2.3782, 1.6059], [-0.8623, 0.2803, -3.3468], [1.2702, -2.1062, -0.8061], [-0.1089, -0.8535, 0.5104], [-2.0519, 1.3722, -0.5602], [-0.0792, -0.9676, 1.6717], [0.4306, -0.1306, -1.1283], [0.1878, -1.1185, -0.6323]], "lowdin_charge": [-0.021, -0.622, -0.024, -0.207, 0.114, 0.150, 0.108, 0.077, 0.133, 0.115, 0.116, 0.121, 0.031, 0.030, -0.039, -0.081]}